Entry from the OMol25 dataset: a molecular structure, C30H28AsBrN4O3SbSe4V (ωB97M-V/def2-TZVPD).

Computed properties:
<S²> = 2.1311
Total charge = -2
E = -17204.38502 hartree
Gap between HOMO and LUMO (spin up / spin down) = 5.0 / 4.7 eV
HOMO energy (spin up / spin down) = -2.621 / -2.352 eV
Relative energy (zero: lowest compared OMol25 entry of this formula, charge and spin) = 115.9 kJ/mol
2S+1 = 3

```
73
C30H28AsBrN4O3SbSe4V (ωB97M-V/def2-TZVPD)
V 3.247 0.144 2.172
Br -1.262 5.425 0.463
C 0.187 5.192 1.699
C 1.326 5.986 1.721
C 2.305 5.731 2.635
C 2.423 4.457 3.305
O 3.170 4.374 4.344
C 1.438 3.487 2.884
C 1.593 2.202 2.477
N 2.068 1.640 1.328
C 2.738 2.077 0.200
C 2.400 3.140 -0.672
C 3.407 3.465 -1.630
C 4.537 2.734 -1.873
C 4.807 1.480 -1.170
C 5.764 0.455 -1.304
C 5.292 -0.861 -1.261
C 4.065 -1.212 -0.657
N 3.369 -0.216 -0.056
C 3.659 1.132 -0.321
C 0.164 4.005 2.480
H 1.412 6.848 1.052
H 2.928 6.569 2.981
H 0.951 1.468 2.943
H 1.502 3.750 -0.511
H 3.214 4.387 -2.184
H 5.337 3.123 -2.495
H 6.832 0.615 -1.513
H 5.834 -1.697 -1.669
H 3.612 -2.219 -0.687
H -0.833 3.481 2.624
Se 2.732 0.198 5.840
Sb 3.552 -2.065 4.976
Se 5.158 0.378 3.354
Se 2.385 -2.073 2.649
Se 6.155 -2.617 4.517
C -2.897 -2.431 -3.737
As -1.605 -1.535 -2.465
C 0.079 -2.585 -2.735
C -2.079 -2.553 -0.792
C -1.754 -4.014 -0.793
C -0.749 -4.462 0.041
C -0.719 -5.803 0.414
C -1.602 -6.727 -0.149
C -2.496 -6.302 -1.119
C -2.521 -4.982 -1.486
H -2.627 -3.474 -3.864
H -2.790 -1.910 -4.700
H -3.980 -2.307 -3.444
H -0.252 -3.517 -3.167
H 0.689 -2.795 -1.878
H 0.639 -2.073 -3.530
H -3.146 -2.335 -0.756
H -1.659 -2.015 0.086
H 0.046 -3.813 0.411
H 0.054 -6.107 1.104
H -1.685 -7.720 0.233
H -3.161 -7.047 -1.578
H -3.312 -4.649 -2.181
C -6.548 1.033 -1.467
N -5.442 1.018 -0.500
C -4.924 2.231 -0.032
C -4.022 2.160 0.993
C -3.400 0.870 1.377
O -2.525 0.850 2.218
N -3.865 -0.230 0.659
C -4.719 -0.185 -0.404
O -4.896 -1.027 -1.283
H -7.156 1.936 -1.276
H -7.143 0.141 -1.407
H -6.218 1.076 -2.486
H -5.373 3.200 -0.410
H -3.714 3.101 1.458
```